Entry 1:
A single C2H5N3OS2 molecule at a distorted geometry, computed with ωB97M-V with the def2-TZVPD basis set.

As for the total charge: 0. As for the SMILES: NN(C=S)C(=O)NS. The energy relative to the best compared isomer or geometry (same formula, charge and spin) comes out at 86.5 kJ/mol. For the HOMO energy, the calculation gives -8.989 eV. The calculation puts the LUMO energy at 0.087 eV.

XYZ file:
```
13
C2H5N3OS2 | the OMol25 dataset | ωB97M-V with the def2-TZVPD basis set
N -0.72 -1.85 0.39
N -0.47 -0.59 -0.18
C -1.29 -0.06 -1.11
S -2.62 -0.77 -1.73
C 0.74 0.03 0.28
O 1.66 -0.65 0.67
N 0.72 1.40 0.25
S 2.12 2.30 0.58
H -1.43 -2.28 -0.23
H 0.16 -2.39 0.30
H -0.95 0.96 -1.44
H -0.17 1.86 0.34
H 2.24 2.03 1.87
```

Mulliken population analysis, charges in e, atoms 1 to 5:
1. N -0.71
2. N 0.39
3. C -0.06
4. S -0.37
5. C 0.53

Entry 2:
A single C2H2NPS molecule at a distorted geometry, computed with ωB97M-V with the def2-TZVPD basis set.

As for the total charge: 0. The energy relative to the best compared isomer or geometry (same formula, charge and spin) comes out at 143.8 kJ/mol. For the HOMO energy (spin up / spin down), the calculation gives -8.286 / -8.286 eV. The calculation puts the LUMO energy (spin up / spin down) at -0.857 / -0.858 eV.

XYZ file:
```
7
C2H2NPS | the OMol25 dataset | ωB97M-V with the def2-TZVPD basis set
C 0.75 0.64 0.00
C 0.70 -0.77 -0.01
N 1.93 1.27 0.01
P 3.37 0.76 0.00
S 2.03 -1.81 -0.01
H -0.24 1.02 0.07
H -0.31 -1.30 0.07
```

Mulliken population analysis, charges in e, atoms 1 to 5:
1. C 0.06
2. C -0.24
3. N -0.23
4. P 0.12
5. S -0.31

Entry 3:
8 unconnected molecules or ions with the total composition C21H58O11 at a distorted geometry, computed with ωB97M-V with the def2-TZVPD basis set.

As for the total charge: 0. As for the SMILES: CC(C)O.CC(C)O.CC(C)O.CC(C)O.CC(C)O.OCCO.OCCO.OCCO. The energy relative to the best compared isomer or geometry (same formula, charge and spin) comes out at 337.9 kJ/mol. For the HOMO energy, the calculation gives -9.745 eV. The calculation puts the LUMO energy at 0.416 eV.

XYZ file:
```
90
C21H58O11 | the OMol25 dataset | ωB97M-V with the def2-TZVPD basis set
C 9.94 -12.77 13.58
C 10.61 -11.38 13.33
C 11.71 -11.20 12.25
O 9.57 -10.47 13.09
H 9.28 -12.99 12.74
H 9.25 -12.74 14.41
H 10.62 -13.63 13.67
H 11.00 -11.18 14.33
H 12.06 -10.23 11.92
H 11.73 -11.83 11.36
H 12.56 -11.47 12.87
H 9.95 -9.62 12.86
C 10.25 -20.41 6.99
C 11.17 -19.24 6.61
C 12.53 -19.21 7.36
O 11.50 -19.57 5.25
H 10.36 -21.42 6.58
H 9.26 -20.44 6.53
H 10.25 -20.69 8.04
H 10.66 -18.28 6.68
H 13.11 -18.42 6.89
H 12.93 -20.22 7.38
H 12.26 -18.95 8.38
H 11.52 -20.52 5.18
C 3.65 -13.85 17.33
C 3.25 -14.88 16.28
C 1.80 -14.82 15.85
O 4.21 -15.00 15.37
H 3.47 -12.81 17.04
H 4.71 -14.02 17.53
H 3.22 -14.15 18.28
H 3.32 -15.82 16.83
H 1.50 -13.98 15.22
H 1.23 -14.91 16.78
H 1.57 -15.68 15.22
H 4.54 -14.14 15.12
C 1.48 -17.12 9.42
C 0.84 -18.59 9.42
C -0.49 -18.87 10.03
O 0.59 -18.90 8.10
H 0.74 -16.39 9.11
H 2.38 -16.96 8.83
H 1.75 -16.75 10.41
H 1.65 -19.15 9.89
H -1.37 -18.38 9.62
H -0.30 -18.52 11.04
H -0.65 -19.95 10.00
H 1.40 -19.21 7.68
C 8.24 -20.96 19.23
C 7.88 -19.77 18.35
C 6.48 -19.21 18.57
O 8.78 -18.74 18.62
H 7.36 -21.59 19.38
H 8.50 -20.61 20.24
H 9.04 -21.58 18.84
H 8.07 -20.05 17.31
H 6.26 -19.20 19.63
H 5.70 -19.66 17.95
H 6.42 -18.15 18.33
H 8.91 -18.67 19.57
O 5.66 -11.67 12.70
C 5.31 -11.50 11.33
C 5.00 -9.98 11.18
O 4.77 -9.69 9.78
H 6.54 -11.29 12.77
H 6.17 -11.80 10.74
H 4.45 -12.12 11.07
H 5.86 -9.46 11.62
H 4.16 -9.69 11.81
H 3.88 -9.33 9.81
O 5.45 -23.99 10.42
C 6.52 -23.47 9.57
C 6.59 -24.47 8.37
O 5.27 -24.28 7.80
H 4.74 -24.03 9.78
H 6.29 -22.50 9.13
H 7.42 -23.48 10.18
H 6.60 -25.53 8.64
H 7.40 -24.26 7.67
H 5.00 -25.16 7.52
O 4.33 -18.17 13.22
C 5.62 -18.74 12.81
C 5.96 -18.11 11.41
O 6.29 -16.68 11.61
H 4.43 -17.27 13.54
H 6.28 -18.51 13.65
H 5.45 -19.82 12.85
H 5.08 -18.03 10.78
H 6.67 -18.72 10.85
H 5.87 -16.47 12.45
```

Mulliken population analysis, charges in e, atoms 1 to 5:
1. C -1.24
2. C 0.53
3. C -1.17
4. O -0.50
5. H 0.28

Entry 4:
A single C13H16OSe molecule at a distorted geometry, computed with ωB97M-V with the def2-TZVPD basis set.

As for the total charge: 0. The energy relative to the best compared isomer or geometry (same formula, charge and spin) comes out at 269.8 kJ/mol. For the HOMO energy (spin up / spin down), the calculation gives -7.508 / -7.508 eV. The calculation puts the LUMO energy (spin up / spin down) at 0.047 / 0.046 eV.

XYZ file:
```
31
C13H16OSe | the OMol25 dataset | ωB97M-V with the def2-TZVPD basis set
C -3.74 -2.13 0.06
C -2.58 -2.61 0.74
C -3.77 -0.88 -0.50
C -1.59 -1.69 0.92
C -2.64 0.06 -0.46
C -1.59 -0.45 0.29
C -2.76 1.32 -1.13
C -2.08 2.41 -0.73
C -1.06 2.33 0.31
C 2.92 -1.13 0.85
C 3.26 0.17 -1.46
C 2.88 1.38 0.77
C 2.57 0.07 -0.02
O 1.21 0.03 -0.35
Se -0.23 0.81 0.87
H -4.60 -2.77 0.12
H -2.46 -3.66 1.17
H -4.60 -0.70 -1.14
H -0.61 -2.11 1.25
H -3.74 1.51 -1.75
H -2.11 3.33 -1.19
H -0.55 3.19 0.48
H 4.03 -1.09 1.21
H 2.16 -1.06 1.72
H 2.65 -1.98 0.35
H 3.88 1.04 -1.46
H 2.43 0.27 -2.25
H 3.90 -0.79 -1.58
H 2.34 1.44 1.77
H 3.90 1.40 1.00
H 2.58 2.30 0.15
```

Mulliken population analysis, charges in e, atoms 1 to 5:
1. C -0.57
2. C -0.34
3. C -0.82
4. C -0.52
5. C 0.82

Entry 5:
A single C9H8N2 molecule at a distorted geometry, computed with ωB97M-V with the def2-TZVPD basis set.

As for the total charge: 0. As for the SMILES: c1ccc(-c2ncc[nH]2)cc1. The energy relative to the best compared isomer or geometry (same formula, charge and spin) comes out at 308.0 kJ/mol. For the HOMO energy, the calculation gives -8.431 eV. The calculation puts the LUMO energy at 0.885 eV.

XYZ file:
```
19
C9H8N2 | the OMol25 dataset | ωB97M-V with the def2-TZVPD basis set
C -3.14 -0.05 -0.06
C -2.43 -1.22 0.30
C -0.99 -1.27 0.24
C -0.26 -0.04 -0.07
C 1.17 -0.18 -0.09
N 1.98 -0.82 -0.95
C 3.27 -0.48 -0.64
C 3.21 0.39 0.43
N 1.94 0.58 0.77
C -0.97 1.05 -0.43
C -2.36 1.12 -0.41
H -4.26 -0.01 -0.02
H -2.84 -1.97 0.48
H -0.48 -2.09 0.61
H 4.07 -0.94 -1.06
H 4.04 0.88 1.16
H 1.37 1.17 1.39
H -0.58 2.00 -0.88
H -2.74 1.87 -0.77
```

Mulliken population analysis, charges in e, atoms 1 to 5:
1. C -0.35
2. C -0.86
3. C -0.52
4. C 0.41
5. C -0.18

Entry 6:
A molecular structure, C21H30Cl3N3O4S2Si2Sn at a distorted geometry, computed with ωB97M-V with the def2-TZVPD basis set.

As for the total charge: -2. For the HOMO energy, the calculation gives -0.807 eV. The calculation puts the LUMO energy at 3.593 eV.

XYZ file:
```
66
C21H30Cl3N3O4S2Si2Sn | the OMol25 dataset | ωB97M-V with the def2-TZVPD basis set
Sn 1.65 -0.93 0.79
O 3.21 -0.90 4.70
S 2.78 -0.36 3.43
O 2.76 1.11 3.42
O 1.37 -0.84 3.03
O 3.59 -0.87 2.26
N 1.19 1.81 -3.53
C 1.41 1.10 -4.71
C 1.81 1.76 -5.86
C 2.00 1.07 -7.05
C 1.81 -0.30 -7.09
C 1.43 -0.97 -5.93
C 1.23 -0.29 -4.74
S 0.74 -1.16 -3.29
N 0.83 -0.01 -2.06
C 1.04 1.23 -2.26
C 1.17 2.15 -1.12
C 1.15 3.53 -1.35
C 1.38 4.41 -0.31
C 1.66 3.89 0.95
C 1.65 2.52 1.11
N 1.37 1.65 0.12
H 1.50 2.76 -3.54
H 1.96 2.84 -5.82
H 2.30 1.61 -7.94
H 1.95 -0.85 -8.01
H 1.29 -2.04 -5.94
H 0.93 3.94 -2.32
H 1.35 5.48 -0.47
H 1.88 4.53 1.79
H 1.89 2.05 2.07
C -1.97 0.71 -0.24
Si -1.18 -0.37 1.14
C -1.83 0.48 2.77
C -3.32 0.87 2.69
C -1.63 -0.35 4.04
C -1.01 1.77 2.94
C -1.98 -2.13 0.88
C -1.53 -2.63 -0.49
C -1.46 -3.12 1.93
C -3.52 -2.15 0.91
H -3.06 0.69 -0.23
H -1.63 0.37 -1.22
H -1.65 1.75 -0.14
H -3.96 -0.01 2.73
H -3.56 1.43 1.78
H -3.57 1.50 3.55
H -2.30 -1.21 4.06
H -1.86 0.26 4.92
H -0.61 -0.71 4.12
H -1.09 2.43 2.07
H 0.04 1.53 3.11
H -1.37 2.33 3.81
H -0.45 -2.81 -0.50
H -1.76 -1.93 -1.29
H -2.02 -3.59 -0.72
H -0.36 -3.11 1.99
H -1.76 -4.14 1.67
H -1.84 -2.90 2.93
H -3.95 -1.42 0.22
H -3.91 -1.96 1.90
H -3.88 -3.15 0.60
Cl 2.04 -5.91 0.83
Si 2.67 -3.88 1.63
Cl 4.79 -4.28 1.64
Cl 2.20 -4.29 3.66
```

Mulliken population analysis, charges in e, atoms 1 to 5:
1. Sn 0.39
2. O -0.69
3. S 1.21
4. O -0.79
5. O -0.49